Record 1
11
Properties=species:S:1:pos:R:3:forces:R:3:lowdin_charge:R:1 method="wB97M-V/def2-TZVPD" lumo_energy_ev=0.91 e_above_lowest_kcal_mol=52.8 max_force_ev_per_a=1.51
O 0.3060 1.4995 -0.7023 0.22 -0.02 0.01 -0.02
C -0.2725 0.6647 0.2344 -0.22 0.08 0.30 -0.45
C -1.5135 -0.0086 -0.1596 -0.30 0.10 0.00 -0.12
N -0.2709 -0.7742 -0.0242 0.07 -0.10 0.04 0.00
C 2.4213 -0.6883 -0.3070 0.44 -1.34 0.55 0.03
O 2.5682 -1.7390 0.0995 -0.10 1.26 -0.53 0.04
H 1.2635 1.4907 -0.5740 -0.10 -0.08 -0.10 0.05
H -0.1378 0.9784 1.2715 -0.09 -0.05 -0.16 0.15
H -2.3012 -0.1383 0.5764 0.08 0.00 -0.09 0.10
H -1.8318 0.1134 -1.1894 -0.05 0.02 0.13 0.11
H -0.2607 -1.3018 0.8472 0.05 0.14 -0.14 0.09

=====

Record 2
11
Properties=species:S:1:pos:R:3:forces:R:3:lowdin_charge:R:1 method="wB97M-V/def2-TZVPD" smiles="C=C(CO)N=O" lumo_energy_ev="-1.07 / -1.07" e_above_lowest_kcal_mol=115.3 max_force_ev_per_a=4.03
C -0.5032 0.7706 0.4441 2.41 0.57 1.02 -0.23
C 0.0880 -0.4494 -0.1933 -2.06 -0.55 0.86 -0.35
C -0.5156 -1.6238 -0.3768 0.36 0.03 0.18 0.11
O -0.4176 1.9091 -0.3731 0.03 0.23 -0.26 -0.06
N 1.4439 -0.3884 0.1422 3.74 0.60 -1.38 0.00
O 2.0907 0.5954 -0.2407 -1.47 -1.73 0.42 0.00
H 0.4900 1.9466 -0.7311 -0.42 0.00 0.24 0.08
H -1.5176 0.6651 0.8315 0.29 -0.05 0.01 0.13
H 0.3714 0.8416 1.2798 -2.92 0.55 -0.59 0.16
H -1.5886 -1.7322 -0.2607 0.07 0.21 -0.40 0.08
H 0.0585 -2.5346 -0.5220 -0.01 0.15 -0.09 0.07

=====

Record 3
11
Properties=species:S:1:pos:R:3:forces:R:3:lowdin_charge:R:1 method="wB97M-V/def2-TZVPD" smiles="[H]/N=C/OCC=O" lumo_energy_ev=0.85 e_above_lowest_kcal_mol=36.8 max_force_ev_per_a=0.55
N -0.2778 0.1024 1.5566 -0.17 0.28 -0.15 0.13
C -0.6390 1.0280 0.7758 -0.02 -0.11 0.21 -0.30
O -0.1611 1.1261 -0.4775 -0.03 0.02 0.06 -0.07
C 0.7634 0.0956 -0.8176 0.18 -0.11 -0.01 -0.16
C 0.0698 -1.2569 -0.8180 0.25 -0.33 0.01 -0.26
O 0.6285 -2.3004 -0.6044 -0.21 0.46 -0.23 0.06
H -0.7388 0.1657 2.4585 -0.01 0.05 -0.06 0.06
H -1.3529 1.8325 0.9676 0.11 -0.09 0.03 0.14
H 1.6095 0.0737 -0.1260 -0.10 -0.02 -0.09 0.13
H 1.1066 0.3362 -1.8287 -0.06 -0.08 0.12 0.14
H -1.0081 -1.2027 -1.0862 0.07 -0.07 0.11 0.13

=====

Record 4
11
Properties=species:S:1:pos:R:3:forces:R:3:lowdin_charge:R:1 method="wB97M-V/def2-TZVPD" smiles="CC(=O)NC=O" lumo_energy_ev=0.80 e_above_lowest_kcal_mol=24.5 max_force_ev_per_a=0.85
C -1.3488 0.3709 -0.3950 0.01 0.03 -0.05 0.00
C -0.1574 -0.5450 -0.4869 0.17 0.02 -0.83 -0.45
O -0.1623 -1.6679 -0.8871 0.27 0.78 0.01 0.13
O 0.2390 -0.6400 1.7086 0.40 0.23 0.70 0.02
C 1.1844 -0.0288 1.2236 -0.25 -0.20 0.38 -0.35
N 1.1539 0.1653 -0.1035 -0.29 -0.41 0.24 0.11
H -2.2421 -0.1458 -0.0327 0.32 -0.08 -0.11 0.10
H -1.1394 1.2339 0.2375 -0.04 -0.12 -0.12 0.08
H -1.5378 0.7025 -1.4212 -0.07 0.12 0.09 0.09
H 2.0126 0.3449 1.8394 0.09 0.12 -0.26 0.14
H 1.8801 0.6547 -0.6262 -0.61 -0.48 -0.04 0.14

=====

Record 5
11
Properties=species:S:1:pos:R:3:forces:R:3:lowdin_charge:R:1 method="wB97M-V/def2-TZVPD" lumo_energy_ev=0.96 e_above_lowest_kcal_mol=108.9 max_force_ev_per_a=0.49
C -0.1939 -0.6382 -1.8807 -0.05 0.09 -0.15 -0.11
N 0.2048 -1.2568 -0.6293 0.02 0.30 0.38 0.02
C 0.3239 -0.5750 0.4124 0.04 -0.41 -0.15 -0.19
O 0.1338 0.8196 0.4273 -0.05 0.22 0.12 0.00
C -0.0052 1.4476 1.5905 0.05 -0.44 -0.20 -0.26
O -0.0672 0.7580 2.6752 -0.01 0.31 -0.17 0.01
H -1.1006 -1.1386 -2.2346 0.14 0.06 0.05 0.08
H 0.5893 -0.8275 -2.6211 -0.11 0.02 0.10 0.08
H -0.3765 0.4395 -1.8158 0.02 -0.17 -0.03 0.07
H 0.6116 -1.0013 1.3683 -0.04 0.04 -0.18 0.13
H -0.1201 1.9728 2.7077 -0.02 0.00 0.23 0.17

=====

Record 6
11
Properties=species:S:1:pos:R:3:forces:R:3:lowdin_charge:R:1 method="wB97M-V/def2-TZVPD" lumo_energy_ev="-0.86 / -0.86" e_above_lowest_kcal_mol=161.6 max_force_ev_per_a=0.53
O 2.2933 -0.7606 0.1040 -0.03 0.05 -0.26 -0.05
N 1.4244 -0.2309 0.8724 -0.34 0.13 -0.27 0.02
C 0.4793 0.2404 0.0083 -0.03 0.15 0.51 -0.30
C -0.7140 1.0578 0.4684 0.19 0.30 0.12 -0.13
O -1.6410 0.0486 0.0238 -0.06 -0.04 0.02 -0.11
C -0.5997 -0.7700 -0.4974 0.13 -0.39 -0.30 -0.13
H 1.5815 -0.1936 -0.8378 0.20 -0.17 0.21 0.22
H -0.8590 1.9990 -0.0732 -0.02 -0.12 0.06 0.12
H -0.7674 1.2388 1.5510 0.04 -0.07 -0.22 0.12
H -0.5357 -1.7610 -0.0337 -0.03 0.13 -0.03 0.12
H -0.6615 -0.8684 -1.5860 -0.05 0.02 0.15 0.11

=====

Record 7
11
Properties=species:S:1:pos:R:3:forces:R:3:lowdin_charge:R:1 method="wB97M-V/def2-TZVPD" lumo_energy_ev=0.59 e_above_lowest_kcal_mol=79.4 max_force_ev_per_a=1.14
C -1.0461 -0.8874 1.0829 0.04 0.06 0.20 -0.03
C 0.4999 0.7394 -0.9852 -0.85 0.07 0.62 -0.65
C -0.0731 0.0003 0.4112 -0.03 0.21 -1.12 -0.12
O 0.9751 2.0023 -0.7335 0.15 -0.17 0.11 0.06
N 1.1298 -0.2708 0.0474 0.40 0.03 -0.10 0.19
O 0.1088 0.3817 -2.0859 0.20 -0.08 0.35 0.04
H 0.7498 2.5239 -1.5157 0.05 -0.19 -0.01 0.12
H 1.6038 -1.1830 0.0687 -0.07 0.04 0.04 0.15
H -1.7992 -1.1804 0.3456 0.10 0.04 -0.03 0.10
H -0.5739 -1.7847 1.4989 -0.02 0.06 -0.04 0.08
H -1.5749 -0.3414 1.8658 0.03 -0.06 -0.01 0.08

=====

Record 8
11
Properties=species:S:1:pos:R:3:forces:R:3:lowdin_charge:R:1 method="wB97M-V/def2-TZVPD" smiles="[H]/N=C/OCC=O" lumo_energy_ev=0.92 e_above_lowest_kcal_mol=47.8 max_force_ev_per_a=1.82
N -1.2282 -0.7075 0.3603 1.11 0.84 0.04 0.14
C -1.1829 -0.4435 -0.8541 0.12 -0.01 0.34 -0.28
O -0.2024 0.4057 -1.2442 -0.01 0.12 -0.23 -0.07
C 0.5517 0.9227 -0.1429 0.14 0.21 0.02 -0.16
C 1.2242 -0.1436 0.7109 0.13 0.16 0.19 -0.27
O 1.6844 0.0966 1.8010 -0.27 -0.08 -0.53 0.05
H -1.6667 -1.3391 0.9620 -1.47 -1.06 -0.08 0.06
H -1.7817 -0.7393 -1.7266 0.09 -0.14 0.37 0.14
H -0.0748 1.5495 0.5015 0.14 -0.14 -0.10 0.13
H 1.3306 1.5347 -0.6001 -0.02 0.00 -0.03 0.13
H 1.3459 -1.1362 0.2322 0.03 0.11 0.02 0.13

=====

Record 9
11
Properties=species:S:1:pos:R:3:forces:R:3:lowdin_charge:R:1 method="wB97M-V/def2-TZVPD" lumo_energy_ev="-1.60 / -1.60" e_above_lowest_kcal_mol=113.7 max_force_ev_per_a=0.66
C 1.7845 -0.6169 0.4764 0.22 0.05 -0.27 0.06
N -0.4135 -0.7036 0.1682 0.17 0.36 -0.07 0.21
C -0.6358 0.5195 -0.2176 0.33 -0.07 0.14 -0.63
O -0.0880 1.6079 -0.2806 -0.06 -0.29 0.04 0.06
C -2.1349 0.4995 -0.7157 -0.30 -0.25 -0.53 -0.16
O -2.4950 -0.0086 -1.7332 0.14 0.29 0.56 0.11
H 1.8928 0.1992 -0.2324 -0.04 -0.14 0.12 0.05
H 2.2713 -0.3937 1.4303 -0.17 -0.04 -0.11 0.07
H 2.0366 -1.5935 0.0717 -0.05 0.14 0.07 0.06
H 0.6620 -0.7348 0.8827 -0.22 0.02 0.12 0.02
H -2.7515 1.1613 -0.0795 -0.02 -0.08 -0.08 0.14

=====

Record 10
11
Properties=species:S:1:pos:R:3:forces:R:3:lowdin_charge:R:1 method="wB97M-V/def2-TZVPD" lumo_energy_ev=0.54 e_above_lowest_kcal_mol=120.6 max_force_ev_per_a=0.34
N -1.7163 0.8911 1.4116 0.16 -0.05 -0.21 0.20
C -0.7135 0.5567 0.7463 -0.16 0.04 0.15 -0.52
O 0.5225 0.3890 1.2939 -0.10 0.12 0.06 -0.05
C 1.2635 -0.6305 0.7781 -0.14 -0.12 -0.29 0.01
C 0.4775 -0.1763 -1.1749 0.00 -0.15 -0.04 -0.07
O -0.6644 0.3930 -0.6119 -0.02 0.02 0.04 -0.01
H -2.5181 1.0350 0.8027 0.05 -0.01 0.05 0.07
H 0.6290 -1.5324 0.6940 0.09 0.07 -0.02 0.07
H 1.5310 -0.2840 -0.4266 0.11 0.01 0.01 0.06
H 0.9172 0.5140 -1.9030 -0.02 -0.09 0.15 0.12
H 0.2717 -1.1556 -1.6102 0.03 0.16 0.11 0.12

=====

Record 11
11
Properties=species:S:1:pos:R:3:forces:R:3:lowdin_charge:R:1 method="wB97M-V/def2-TZVPD" lumo_energy_ev=0.35 e_above_lowest_kcal_mol=61.5 max_force_ev_per_a=4.83
C 1.0034 -0.6247 -0.3729 0.51 1.60 0.11 -0.07
C 0.8128 0.8919 -0.0609 -0.35 1.44 -3.24 -0.16
C -1.2200 -1.0813 0.1756 -4.28 2.08 0.84 -0.41
N 0.0267 -1.3406 -0.1289 1.16 -2.62 -0.93 0.11
O -0.5797 1.3482 0.0797 2.63 -0.48 -1.05 -0.07
O -1.8270 -1.3057 1.2196 1.11 -0.39 -0.59 0.02
H 1.9160 -1.0822 -0.8918 -1.07 1.00 0.99 0.15
H 1.3966 1.2925 0.7408 0.59 -0.11 0.55 0.10
H 1.1039 1.4381 -1.0234 0.08 -0.66 1.33 0.14
H -1.7880 -0.4387 -0.5927 0.78 -1.50 0.23 0.16
H -0.8448 0.9026 0.8549 -1.16 -0.35 1.77 0.04

=====

Record 12
12
Properties=species:S:1:pos:R:3:forces:R:3:lowdin_charge:R:1 method="wB97M-V/def2-TZVPD" smiles="C=NSCOC=O" lumo_energy_ev=0.80 e_above_lowest_kcal_mol=33.2 max_force_ev_per_a=1.41
C 2.9329 0.4192 -0.4921 -0.73 -0.49 -0.28 -0.16
C -0.5219 -0.1680 1.0357 0.24 0.32 -0.44 -0.43
C -2.1188 0.5673 -0.4822 -1.39 0.10 -0.23 -0.39
H 3.6750 1.1805 -0.3444 0.18 0.39 0.07 0.06
H 3.1499 -0.3670 -1.2356 0.00 0.18 0.34 0.07
H -1.2734 -0.9424 1.2266 0.48 0.13 0.18 0.09
H 0.0457 0.1868 1.9043 -0.82 0.26 -0.13 0.09
H -2.5313 1.4365 -1.0546 0.47 -0.49 0.33 0.16
N 1.8422 0.4836 0.1616 0.69 -0.22 0.03 -0.36
O -1.1831 0.9492 0.3696 0.89 -0.10 0.74 -0.08
O -2.5603 -0.5486 -0.5616 0.17 0.17 -0.37 0.05
S 0.7645 -0.8122 -0.0287 -0.18 -0.26 -0.25 0.91

=====

Record 13
12
Properties=species:S:1:pos:R:3:forces:R:3:lowdin_charge:R:1 method="wB97M-V/def2-TZVPD" lumo_energy_ev=0.53 e_above_lowest_kcal_mol=53.5 max_force_ev_per_a=1.60
C 0.5021 -0.1868 0.0912 0.49 -0.39 -0.59 -0.71
C -1.9838 0.1993 0.3163 0.88 1.02 -0.53 -0.42
C -1.1437 1.4010 -0.2262 -0.16 -0.36 -0.43 -0.20
H 2.4386 1.0763 0.0001 0.05 -0.01 -0.04 0.07
H -2.9961 0.1534 -0.1061 0.47 -0.05 -0.04 0.09
H -2.0374 0.3058 1.3898 -0.16 -0.21 0.34 0.07
H -1.2385 1.5230 -1.3175 -0.10 -0.22 0.35 0.13
H -1.3868 2.3506 0.2405 0.00 -0.03 0.21 0.12
N 1.6547 -0.7077 0.1188 0.89 0.12 -0.19 0.01
O 2.7870 0.1706 -0.0230 -1.49 -0.44 0.39 -0.05
O 0.2606 1.1372 0.0490 -0.93 0.21 0.14 -0.08
S -0.9370 -1.2124 -0.1459 0.05 0.34 0.39 0.97

=====

Record 14
12
Properties=species:S:1:pos:R:3:forces:R:3:lowdin_charge:R:1 method="wB97M-V/def2-TZVPD" lumo_energy_ev=-1.06 e_above_lowest_kcal_mol=69.5 max_force_ev_per_a=3.93
C -1.2454 0.4899 -0.4543 1.05 -1.94 2.98 -0.12
C -0.5545 -0.2119 0.7973 -2.48 0.00 -0.88 -0.17
C -1.3852 -0.8807 -0.8562 0.99 -1.44 0.89 -0.20
N -0.8208 -1.5173 0.1102 -0.27 0.23 -0.24 0.08
O 2.0808 1.0151 -0.2870 -1.04 0.54 -0.18 -0.42
O 3.8315 0.0399 1.1004 0.33 -0.31 0.92 -0.41
S 3.3863 0.4892 -0.1648 0.82 -0.18 -0.82 0.87
H -2.1195 0.9202 -0.1566 -2.48 1.60 0.54 0.08
H -0.7519 1.0046 -1.1566 2.20 2.50 -2.10 0.06
H 0.3931 -0.0771 1.1782 2.48 0.46 -0.23 0.05
H -1.1398 -0.0443 1.6877 -0.78 -0.32 0.33 0.10
H -1.6746 -1.2275 -1.7983 -0.82 -1.13 -1.21 0.09

=====

Record 15
12
Properties=species:S:1:pos:R:3:forces:R:3:lowdin_charge:R:1 method="wB97M-V/def2-TZVPD" smiles="S=C1COCON1" lumo_energy_ev=0.55 e_above_lowest_kcal_mol=55.7 max_force_ev_per_a=1.20
C -1.1963 -0.1266 -0.1557 0.04 -0.14 -0.14 -0.82
C -0.3818 1.1524 -0.1514 -0.27 0.17 1.16 -0.19
C 1.4744 -0.1552 0.2171 -0.02 -0.64 0.69 -0.22
H -0.7712 1.8256 -0.8928 -0.16 0.18 -0.34 0.12
H -0.5506 1.6321 0.8512 0.19 -0.37 -0.71 0.14
H 2.5365 -0.2671 0.0275 0.02 0.13 -0.10 0.14
H 1.2775 -0.1705 1.3210 -0.04 0.19 -0.69 0.16
H -0.9338 -2.1647 -0.2130 0.00 0.08 0.01 0.15
N -0.4926 -1.2581 -0.1619 -0.12 0.11 0.05 0.01
O 0.9977 0.9766 -0.4079 0.09 0.04 0.02 -0.07
O 0.8860 -1.3239 -0.3493 0.08 0.24 0.03 -0.05
S -2.8457 -0.1206 -0.0849 0.20 0.04 0.01 0.62

=====

Record 16
12
Properties=species:S:1:pos:R:3:forces:R:3:lowdin_charge:R:1 method="wB97M-V/def2-TZVPD" lumo_energy_ev="0.12 / -1.86" e_above_lowest_kcal_mol=50.9 max_force_ev_per_a=2.54 s2=2.009 spin_multiplicity=3
C 0.3420 -0.7236 0.1232 0.91 -0.63 -0.15 -0.63
C -0.9020 -0.0223 0.1660 -1.33 0.37 -0.80 -0.52
C 0.9044 -1.4044 -1.1281 -0.53 -1.48 0.90 -0.11
N -0.7810 2.3422 1.1819 -0.08 1.05 0.80 -0.23
O -0.9704 3.0424 0.2304 0.34 -0.32 0.81 0.10
O -0.3777 2.5120 2.2983 -0.23 0.07 -1.21 0.11
S -1.0686 -1.4553 1.0655 -0.16 -0.20 0.14 0.85
H 1.1360 -0.3518 0.8003 -0.37 -0.29 -0.34 0.10
H -1.5999 0.6036 -0.4333 0.88 -0.91 0.42 0.08
H 1.7108 -2.1670 -0.9143 -1.30 0.39 0.00 0.09
H 1.4655 -0.6243 -1.5113 1.10 1.68 -1.56 0.04
H 0.1409 -1.7514 -1.8787 0.77 0.27 0.99 0.10

=====

Record 17
12
Properties=species:S:1:pos:R:3:forces:R:3:lowdin_charge:R:1 method="wB97M-V/def2-TZVPD" lumo_energy_ev="0.20 / -1.65" e_above_lowest_kcal_mol=120.4 max_force_ev_per_a=3.96 s2=2.009 spin_multiplicity=3
C -1.4269 1.1238 -1.2240 0.62 0.30 -0.53 -0.36
C 0.5680 -1.5116 0.3248 1.76 2.14 -1.47 -0.43
C 0.7801 -0.5270 -0.7923 0.11 -2.48 -1.43 -0.28
N -1.4643 1.6887 -0.1559 -0.46 0.90 0.74 0.03
O -1.5726 0.9670 -2.3604 -0.25 -0.72 -1.09 0.17
O -0.7543 1.4809 1.0071 -0.97 -0.56 0.46 -0.05
S 1.9953 -0.4535 0.6316 1.21 1.00 3.01 0.76
H -0.1872 -1.3372 0.9548 -2.84 1.16 2.50 0.02
H 0.7387 -2.5268 0.3686 0.61 -2.28 -1.04 0.05
H 1.4994 -0.9490 -1.5101 -1.10 1.00 -0.96 0.05
H 1.3574 0.6709 1.1651 0.34 -0.54 -0.50 -0.07
H -1.5336 1.3737 1.5905 0.97 0.08 0.31 0.12

=====

Record 18
13
Properties=species:S:1:pos:R:3:forces:R:3:lowdin_charge:R:1 method="wB97M-V/def2-TZVPD" smiles="O=C(S)OC/C=N/S" lumo_energy_ev=0.50 e_above_lowest_kcal_mol=57.8 max_force_ev_per_a=4.93
C -1.8882 0.2727 0.8470 -1.11 0.43 -0.62 -0.76
C -0.1834 -0.4504 -0.5811 2.42 -1.77 0.05 -0.26
C 1.3254 -0.8324 -0.3908 -2.44 2.51 0.58 -0.21
N 1.9378 0.1132 0.2160 0.10 -0.93 -0.54 -0.38
O -2.3410 0.6686 1.8764 0.88 -0.56 -0.06 0.08
O -0.8052 -0.5118 0.6606 -1.04 0.86 1.91 -0.04
S -2.7536 0.5997 -0.7290 3.14 -3.37 -1.76 0.90
S 3.5696 -0.0735 0.5234 0.86 -1.03 -0.18 0.75
H -0.1505 0.5082 -0.9877 -0.27 1.69 -0.52 0.08
H -0.6888 -1.1148 -1.2344 -0.31 -0.75 -0.92 0.10
H 1.5942 -1.7540 -0.8467 1.14 -0.75 0.01 0.10
H -3.5241 1.4592 -0.3572 -2.88 3.19 1.94 -0.21
H 3.9077 1.1153 1.0035 -0.48 0.50 0.11 -0.16

=====

Record 19
12
Properties=species:S:1:pos:R:3:forces:R:3:lowdin_charge:R:1 method="wB97M-V/def2-TZVPD" smiles="COC(=O)[SiH2]C#N" lumo_energy_ev=0.20 e_above_lowest_kcal_mol=65.8 max_force_ev_per_a=3.33
C 2.4351 -1.2761 -0.2785 -1.17 -0.59 0.09 -0.35
C -0.5272 -0.3477 0.1357 -2.96 0.01 1.52 -0.60
C -1.2013 1.8359 0.7057 1.59 2.39 -1.45 -0.03
N 3.5657 -1.2380 -0.0870 0.32 0.13 0.13 0.07
O -1.4423 -0.7178 0.8911 2.39 -0.69 -1.40 0.00
O -0.4166 0.9427 -0.1273 1.00 0.70 -0.21 -0.12
Si 0.6464 -1.4736 -0.8757 0.37 -0.53 -0.51 0.76
H -1.9081 1.2528 1.2074 -1.58 -0.35 0.39 0.05
H -1.5702 2.6593 -0.0506 0.50 -1.64 1.95 0.14
H -0.5090 2.2469 1.4992 -0.66 -0.12 -1.10 0.11
H -0.0622 -2.8364 -0.7201 1.02 0.93 -0.16 0.00
H 0.9895 -1.0479 -2.3001 -0.82 -0.23 0.75 -0.01

=====

Record 20
12
Properties=species:S:1:pos:R:3:forces:R:3:lowdin_charge:R:1 method="wB97M-V/def2-TZVPD" lumo_energy_ev="0.14 / 0.10" e_above_lowest_kcal_mol=141.6 max_force_ev_per_a=3.96
C 1.3002 -1.6056 0.0686 -1.70 1.75 -0.74 -0.18
C 1.6937 0.7430 0.1829 0.51 -0.76 -0.63 -0.37
C -0.8743 -0.7546 -0.2304 -3.86 -0.47 -0.72 -0.32
N 1.9475 -0.4332 0.1089 -0.01 -0.23 0.49 0.18
O 1.6193 1.8920 0.0876 -0.06 1.43 0.37 0.13
O 0.0108 -1.7110 -0.1765 1.62 -0.13 0.73 -0.07
Si -1.1572 1.1194 0.0350 -2.26 -1.20 -1.41 0.61
H 1.7461 -2.4883 0.2544 1.61 -2.56 0.36 0.09
H -1.9027 -1.3634 -0.3922 2.24 1.92 0.31 0.10
H -0.7235 2.0502 -1.0471 0.38 -0.17 0.49 -0.06
H -0.9615 1.4986 1.4381 0.21 0.33 0.02 -0.07
H -2.6984 1.0530 -0.3293 1.34 0.10 0.73 -0.05